{
  "formula": "C31H27Ge",
  "method": "ωB97M-V/def2-TZVPD",
  "lumo_energy_ev": -5.201,
  "total_charge": 1,
  "energy_ha": -3274.07292,
  "homo_lumo_gap_ev": 5.4913,
  "species": ["C", "C", "C", "C", "C", "C", "C", "C", "C", "C", "C", "C", "C", "H", "H", "H", "H", "H", "H", "H", "H", "H", "H", "H", "H", "Ge", "C", "C", "C", "C", "C", "C", "C", "C", "C", "C", "C", "C", "C", "C", "C", "C", "C", "C", "H", "H", "H", "H", "H", "H", "H", "H", "H", "H", "H", "H", "H", "H", "H"],
  "positions_angstrom": [[2.4096, -0.0797, -1.5800], [3.7758, -0.4531, -1.0424], [3.9858, -1.3348, 0.0511], [5.1616, -1.1619, 0.8320], [6.1556, -0.2540, 0.4187], [6.0029, 0.4263, -0.8033], [4.7962, 0.3759, -1.5108], [2.2428, 0.0390, -3.0853], [0.9470, 0.4287, -3.4569], [0.7671, 1.0350, -4.6997], [1.8488, 1.1069, -5.6028], [3.0805, 0.5141, -5.2825], [3.2624, -0.1105, -4.0372], [1.5788, -0.6695, -1.1290], [3.2009, -2.0831, 0.2971], [5.2922, -1.6556, 1.8044], [7.0251, -0.0297, 1.0600], [6.7509, 1.0870, -1.2263], [4.5784, 0.9824, -2.4124], [0.1133, 0.2647, -2.7489], [-0.2097, 1.4716, -4.9351], [1.7522, 1.6049, -6.5700], [3.9334, 0.5788, -5.9645], [4.1815, -0.6613, -3.7614], [2.3300, 0.9905, -1.3167], [-1.8880, 0.3324, 1.2324], [-3.2477, 0.1745, -0.1421], [-4.3867, -0.5339, 0.2768], [-5.4249, -0.7213, -0.6481], [-5.2930, -0.2712, -1.9691], [-4.1465, 0.4278, -2.3637], [-3.1282, 0.7146, -1.4446], [-0.9989, -1.2817, 1.8990], [-1.8317, -2.0451, 2.7507], [-1.3605, -3.2935, 3.1922], [-0.0886, -3.7523, 2.8232], [0.7445, -2.9568, 2.0291], [0.3062, -1.7163, 1.5490], [-2.1941, 1.6428, 2.5510], [-3.4864, 2.2034, 2.5398], [-3.9396, 2.8337, 3.6966], [-3.0497, 3.0270, 4.7625], [-1.6997, 2.6627, 4.6641], [-1.2445, 1.9737, 3.5404], [-4.4558, -0.9300, 1.2987], [-6.3260, -1.2333, -0.3253], [-6.0647, -0.4782, -2.7177], [-4.0118, 0.7568, -3.3916], [-2.2601, 1.3335, -1.7027], [-2.8325, -1.6932, 3.0470], [-1.9947, -3.9332, 3.8042], [0.2809, -4.7341, 3.1276], [1.7487, -3.2824, 1.7565], [0.9870, -1.1265, 0.9168], [-4.1275, 2.1451, 1.6603], [-4.9743, 3.1772, 3.7494], [-3.3900, 3.5641, 5.6481], [-0.9879, 2.9027, 5.4566], [-0.1963, 1.6986, 3.4351]],
  "mulliken_charge": [-0.260, 0.791, -0.724, -0.316, -0.568, -0.537, -1.021, 0.515, -0.739, -0.384, -0.510, -0.542, -0.287, 0.286, 0.425, 0.368, 0.366, 0.364, 0.442, 0.348, 0.346, 0.367, 0.377, 0.587, 0.327, 0.069, 0.435, -0.005, -0.668, -0.517, -0.544, -0.254, 0.479, -0.485, -0.659, -0.656, -0.313, 0.044, 0.542, -0.229, -0.585, -0.385, -0.489, -0.319, 0.237, 0.395, 0.387, 0.397, 0.425, 0.334, 0.383, 0.399, 0.406, 0.191, 0.404, 0.385, 0.381, 0.384, 0.408]
}

=====

{
  "formula": "C24H15FIrN4O6S5",
  "method": "ωB97M-V/def2-TZVPD",
  "lumo_energy_ev": 2.236,
  "total_charge": -1,
  "energy_ha": -3789.43892,
  "relative_energy_ev": 0.2387,
  "homo_lumo_gap_ev": 6.4288,
  "species": ["Ir", "S", "C", "S", "C", "C", "S", "S", "S", "F", "C", "C", "N", "C", "C", "O", "O", "C", "O", "N", "C", "O", "H", "H", "H", "H", "O", "C", "N", "C", "C", "O", "N", "C", "C", "C", "C", "C", "C", "C", "C", "C", "C", "C", "C", "H", "H", "H", "H", "H", "H", "H", "H", "H", "H", "H"],
  "positions_angstrom": [[0.0097, -0.3491, 0.0982], [-5.6171, 0.8353, -4.2195], [-4.3636, 0.5907, -3.1708], [-3.0575, 1.6961, -2.9673], [-2.1687, 0.7962, -1.7672], [-2.7049, -0.3857, -1.3992], [-1.9833, -1.4509, -0.2136], [-4.1986, -0.8156, -2.1880], [-0.7206, 1.4721, -1.0436], [5.6303, -2.4515, 1.5383], [5.2949, -2.4553, 0.2424], [4.5504, -1.4801, -0.2840], [4.1984, -1.4671, -1.6183], [3.3336, -0.3994, -2.1315], [2.0588, -0.3416, -1.3231], [1.0004, -0.8831, -1.7344], [2.0841, 0.2222, -0.1831], [4.6077, -2.4614, -2.4860], [4.3470, -2.4812, -3.6682], [5.3712, -3.4513, -1.8907], [5.7752, -3.5676, -0.5646], [6.4493, -4.4961, -0.1806], [4.1678, -0.6641, 0.3144], [3.1170, -0.6281, -3.1694], [3.8501, 0.5576, -2.0529], [5.6663, -4.1900, -2.5125], [-0.8110, 2.5523, 2.5780], [-0.5211, 1.4152, 2.8449], [-0.3200, 0.9135, 4.1189], [0.0399, -0.4924, 4.1590], [0.0496, -0.7379, 2.6521], [0.3368, -1.7716, 2.0088], [-0.2990, 0.3467, 1.9758], [1.4134, -0.7260, 4.7951], [2.2971, -1.6761, 4.2961], [3.5268, -1.8789, 4.9088], [3.8824, -1.1465, 6.0299], [2.9986, -0.2053, 6.5393], [1.7744, 0.0019, 5.9247], [-1.0075, -1.3564, 4.8673], [-1.3012, -2.6420, 4.4291], [-2.2282, -3.4172, 5.1125], [-2.8633, -2.9235, 6.2408], [-2.5680, -1.6426, 6.6851], [-1.6462, -0.8663, 6.0015], [-0.4291, 1.5160, 4.9118], [2.0269, -2.2505, 3.4209], [4.2106, -2.6104, 4.4971], [4.8432, -1.3042, 6.5031], [3.2644, 0.3744, 7.4142], [1.1010, 0.7440, 6.3357], [-0.8158, -3.0327, 3.5453], [-2.4581, -4.4110, 4.7503], [-3.5895, -3.5291, 6.7679], [-3.0610, -1.2426, 7.5621], [-1.4358, 0.1343, 6.3583]],
  "mulliken_charge": [1.634, -0.314, 0.123, -0.131, 0.043, 0.128, -0.437, -0.122, -0.475, -0.322, 0.375, -0.215, 0.077, -1.156, 1.112, -0.799, -0.766, 0.513, -0.637, -0.065, 0.224, -0.629, 0.542, 0.386, 0.288, 0.220, -0.686, 0.000, 0.151, 2.563, 0.539, -0.755, -0.555, -0.419, 0.036, -0.982, -0.412, -0.869, -0.266, -0.465, -0.015, -0.989, -0.343, -0.860, -0.224, 0.171, 0.544, 0.422, 0.387, 0.377, 0.189, 0.524, 0.392, 0.377, 0.375, 0.193]
}

=====

{
  "formula": "C9H7N3O3",
  "method": "ωB97M-V/def2-TZVPD",
  "lumo_energy_ev": [-0.413, -0.414],
  "energy_ha": -736.98334,
  "relative_energy_ev": 0.0000,
  "smiles": "N#C/C=[N+](\\[O-])O.O=C=Nc1ccccc1",
  "homo_lumo_gap_ev": [8.8467, 8.8459],
  "species": ["C", "C", "C", "C", "C", "C", "C", "C", "C", "N", "N", "N", "O", "O", "O", "H", "H", "H", "H", "H", "H", "H"],
  "positions_angstrom": [[-4.2154, -0.2716, -1.2780], [2.3791, 0.8676, -1.0449], [2.0994, 1.8322, -0.0852], [1.4007, 0.0061, -1.5243], [0.8197, 1.9221, 0.4128], [0.0967, 0.1375, -1.0598], [-0.2360, 1.0926, -0.0930], [-2.3121, 1.5832, 1.2027], [-3.8863, -0.7263, 0.0178], [-4.5714, 0.2627, -2.2431], [-1.5545, 1.3932, 0.2818], [-3.0316, -1.7403, 0.1520], [-2.5592, -1.8017, 1.5106], [-3.2416, 1.7489, 1.9281], [-2.4095, -2.3236, -0.6615], [3.2886, 0.7628, -1.4690], [2.8143, 2.4834, 0.5252], [1.6882, -0.6784, -2.3476], [0.4985, 2.6241, 1.2281], [-0.5801, -0.5095, -1.5429], [-4.1341, -0.0859, 0.8843], [-1.7011, -2.3634, 1.5877]],
  "mulliken_charge": [0.281, -0.296, -0.731, -0.755, -0.061, -0.032, 0.204, 0.723, -0.583, -0.408, -0.233, 0.784, -0.498, -0.524, -0.593, 0.483, 0.246, 0.337, 0.269, 0.414, 0.598, 0.375]
}

=====

{
  "formula": "C9H16BO2P",
  "method": "ωB97M-V/def2-TZVPD",
  "lumo_energy_ev": 0.482,
  "energy_ha": -869.05485,
  "relative_energy_ev": 4.5740,
  "smiles": "Cc1ccc(C[PH3]CB(O)O)cc1",
  "homo_lumo_gap_ev": 8.9105,
  "species": ["C", "C", "C", "C", "C", "C", "P", "C", "B", "O", "O", "C", "C", "H", "H", "H", "H", "H", "H", "H", "H", "H", "H", "H", "H", "H", "H", "H", "H"],
  "positions_angstrom": [[4.4125, -1.7446, -0.4850], [3.1737, -0.7007, -0.3858], [3.3805, 0.8362, -0.5148], [2.1616, 1.7972, -0.4055], [0.7337, 1.1737, -0.1967], [-0.5097, 2.2086, -0.0705], [-2.2063, 1.3109, 0.0823], [-3.8421, 0.2708, 0.2498], [-3.4701, -1.2840, 0.6171], [-3.1967, -2.2297, -0.4685], [-3.3916, -1.8149, 1.9559], [0.5604, -0.3829, -0.1136], [1.7707, -1.3435, -0.1922], [5.2677, -1.3059, 0.1306], [4.6907, -1.8460, -1.5939], [4.0709, -2.7612, -0.0575], [4.4230, 1.3014, -0.6621], [2.3573, 2.9129, -0.4874], [-0.3621, 2.7533, 0.9334], [-0.4899, 2.9754, -0.9335], [-2.8726, 2.5236, 0.4716], [-1.6815, 0.5012, 1.1701], [-2.1912, 0.9355, -1.3038], [-4.5239, 0.7299, 1.0477], [-4.3672, 0.2358, -0.7667], [-2.2498, -2.4946, -0.4525], [-2.8156, -1.2164, 2.4796], [-0.4683, -0.8727, 0.0503], [1.6356, -2.4693, -0.0985]],
  "mulliken_charge": [-1.018, 0.691, -0.473, -0.554, 0.646, -0.878, 0.301, -0.793, 0.696, -0.575, -0.561, 0.043, -0.708, 0.306, 0.255, 0.284, 0.264, 0.310, 0.344, 0.419, 0.030, -0.083, 0.024, 0.247, 0.270, 0.302, 0.313, -0.321, 0.218]
}

=====

{
  "formula": "C14H21Cl2FO2",
  "method": "ωB97M-V/def2-TZVPD",
  "lumo_energy_ev": 0.572,
  "energy_ha": -1716.75740,
  "relative_energy_ev": 0.3520,
  "smiles": "Fc1ccccc1.CC(C)=O.CC(C)=O.ClCCCl",
  "homo_lumo_gap_ev": 10.0099,
  "species": ["C", "C", "O", "C", "H", "H", "H", "H", "H", "H", "C", "C", "O", "C", "H", "H", "H", "H", "H", "H", "Cl", "C", "C", "Cl", "H", "H", "H", "H", "F", "C", "C", "C", "C", "C", "C", "H", "H", "H", "H", "H"],
  "positions_angstrom": [[1.7038, 2.0445, 0.6260], [0.7318, 1.4165, -0.3168], [0.0714, 0.4184, 0.0373], [0.4637, 2.1542, -1.6181], [2.5704, 2.3221, 0.0259], [2.0482, 1.4154, 1.4468], [1.4469, 2.9986, 1.0862], [1.1913, 2.8372, -2.0565], [-0.3627, 2.8269, -1.3888], [0.2452, 1.5086, -2.4687], [-5.0588, -0.5756, 3.2487], [-3.9766, 0.4329, 2.8769], [-4.1064, 1.6117, 3.0602], [-2.7088, -0.0928, 2.1552], [-4.6417, -1.4882, 3.6746], [-5.6183, -0.8773, 2.3633], [-5.8899, -0.1731, 3.8278], [-2.9733, -0.6916, 1.2837], [-2.1443, -0.6545, 2.8995], [-2.1260, 0.7434, 1.7690], [-1.5998, 0.1637, -4.0902], [-2.0172, -0.3097, -2.4086], [-1.2373, -1.5953, -2.0487], [-1.9848, -3.0049, -2.8058], [-3.0823, -0.5160, -2.3030], [-1.7213, 0.4903, -1.7301], [-1.4155, -1.7917, -0.9915], [-0.1664, -1.6415, -2.2464], [4.1070, 0.3689, -2.6176], [3.8143, -0.2251, -1.4577], [2.8703, -1.2292, -1.4571], [2.5177, -1.8172, -0.2880], [3.2097, -1.4243, 0.8723], [4.2033, -0.4494, 0.8967], [4.5249, 0.1304, -0.3413], [2.3384, -1.4504, -2.3707], [1.7637, -2.5896, -0.2532], [3.0241, -1.9985, 1.7679], [4.6189, -0.0802, 1.8227], [5.3664, 0.7926, -0.4821]],
  "mulliken_charge": [-1.441, 1.096, -0.470, -1.175, 0.355, 0.290, 0.402, 0.387, 0.395, 0.189, -1.117, 0.702, -0.530, -0.734, 0.314, 0.284, 0.349, 0.206, 0.322, 0.199, -0.209, -0.231, 0.187, -0.201, 0.447, 0.035, 0.090, -0.130, -0.355, 0.286, -0.328, -0.440, -0.326, -0.646, -0.325, 0.496, 0.424, 0.350, 0.446, 0.407]
}

=====

{
  "formula": "C30H26BF4IN2O2ReS5Si",
  "method": "ωB97M-V/def2-TZVPD",
  "spin_multiplicity": 4,
  "lumo_energy_ev": [-1.211, -1.621],
  "energy_ha": -4499.75060,
  "relative_energy_ev": 0.7576,
  "homo_lumo_gap_ev": [6.3979, 6.1331],
  "species": ["Re", "C", "C", "N", "C", "C", "C", "O", "C", "C", "N", "C", "C", "C", "C", "C", "C", "I", "C", "O", "H", "H", "H", "H", "H", "H", "H", "H", "H", "H", "H", "H", "C", "S", "C", "C", "S", "S", "C", "S", "S", "H", "H", "H", "C", "C", "C", "C", "C", "C", "Si", "C", "C", "C", "C", "C", "C", "H", "H", "H", "H", "H", "H", "H", "H", "H", "H", "H", "F", "B", "F", "F", "F"],
  "positions_angstrom": [[-0.2808, -0.1642, -0.0212], [2.1274, -2.9499, -2.9018], [1.0162, -3.4464, -2.0303], [0.9164, -4.7402, -1.8294], [-0.1042, -5.2301, -1.1063], [-1.1389, -4.4576, -0.6366], [-2.3056, -5.0845, 0.0801], [-3.5177, -4.9962, -0.6624], [-1.0473, -3.0634, -0.8429], [-2.2214, -2.2397, -0.5951], [-2.1933, -0.9592, -0.5158], [-3.4176, -0.2395, -0.3773], [-4.2057, -0.4278, 0.7464], [-5.3534, 0.3301, 0.9124], [-5.7068, 1.2718, -0.0413], [-4.9254, 1.4467, -1.1755], [-3.7792, 0.6864, -1.3480], [-2.6588, 0.9000, -3.0869], [0.0953, -2.5427, -1.4532], [0.3207, -1.2352, -1.5620], [2.3477, -3.7119, -3.6452], [3.0324, -2.7776, -2.3145], [1.8717, -2.0109, -3.3897], [-0.0938, -6.2997, -0.9341], [-2.4996, -4.5772, 1.0268], [-2.0648, -6.1259, 0.3111], [-3.4488, -5.5785, -1.4271], [-3.1842, -2.7453, -0.5585], [-3.8905, -1.1249, 1.5098], [-5.9553, 0.1945, 1.7986], [-6.5912, 1.8772, 0.0931], [-5.2033, 2.1711, -1.9262], [3.7542, -2.5094, 2.4534], [4.8172, -1.0812, 2.1295], [4.3631, -0.6984, 0.4799], [3.1328, -0.4327, 0.0011], [1.7570, -0.3556, 1.0810], [3.0498, -0.0105, -1.6856], [4.7406, -0.0446, -2.0243], [5.3675, 0.3165, -3.4956], [5.6722, -0.5708, -0.6627], [4.2290, -3.0503, 3.2687], [3.7163, -3.1520, 1.5772], [2.7502, -2.2045, 2.7431], [4.7198, 3.4067, -0.9651], [4.2504, 2.9937, 0.2749], [2.9149, 2.6627, 0.4361], [2.0271, 2.7312, -0.6405], [2.5091, 3.1812, -1.8700], [3.8460, 3.5138, -2.0356], [0.2419, 2.2239, -0.5340], [-0.7054, 3.2464, 0.7154], [-2.0561, 2.9947, 0.9685], [-2.7813, 3.7699, 1.8559], [-2.1601, 4.8216, 2.5177], [-0.8227, 5.0891, 2.2794], [-0.1014, 4.3068, 1.3883], [5.7667, 3.6437, -1.0961], [4.9292, 2.9160, 1.1139], [2.5715, 2.3178, 1.4046], [1.8434, 3.2368, -2.7203], [4.2075, 3.8337, -3.0026], [-0.3157, 2.5099, -1.8813], [-2.5625, 2.1807, 0.4659], [-3.8249, 3.5509, 2.0352], [-2.7179, 5.4260, 3.2199], [-0.3343, 5.9089, 2.7893], [0.9435, 4.5378, 1.2111], [-2.3815, -0.6548, 3.4489], [-1.1391, -0.7321, 2.9217], [-0.9461, -1.8922, 2.1784], [-0.1199, -0.4543, 3.7510], [-1.0922, 0.3737, 1.8063]],
  "mulliken_spin": [2.656, 0.000, -0.006, -0.001, 0.012, 0.015, -0.001, 0.000, 0.007, -0.058, 0.118, 0.074, -0.023, 0.000, 0.005, 0.002, -0.047, -0.002, 0.005, 0.113, 0.000, 0.001, 0.000, 0.000, 0.000, 0.000, 0.000, -0.004, 0.003, 0.000, 0.000, -0.001, 0.008, 0.002, 0.064, 0.020, 0.107, -0.007, 0.001, 0.006, 0.010, 0.000, 0.000, 0.001, -0.003, 0.002, -0.001, 0.008, -0.008, 0.001, -0.104, 0.013, -0.023, 0.010, -0.003, 0.001, 0.005, 0.000, -0.001, -0.003, -0.002, 0.000, 0.013, -0.016, 0.000, 0.000, 0.000, 0.000, 0.000, 0.000, 0.007, 0.000, 0.022]
}

=====

Summary of max |F| in Eh/bohr
0.0238; 0.0146; 0.0815; 0.0957; 0.0530; 0.0166
(order as listed above)